1.
Molecular formula: C36H54FN14O8PSc
Method: DFT, ωB97M-V/def2-TZVPD

Last column: Mulliken charge in e.
Atoms and positions in Å:
Sc 0.7847 -1.8047 -0.2358  -1.528
O 1.7362 -1.3392 1.3821  1.867
C 2.8770 -1.5996 2.0305  -0.065
C 2.9493 -1.4449 3.4176  -1.024
C 4.1308 -1.6895 4.0974  -0.820
C 5.2617 -2.1137 3.4103  -1.139
C 5.1849 -2.3128 2.0459  -1.209
C 4.0064 -2.0618 1.3352  0.874
C 3.9351 -2.3614 -0.0968  0.107
N 2.8450 -2.5894 -0.8310  1.147
C 3.2913 -2.9547 -2.0903  -0.744
C 4.6426 -2.9323 -2.1206  -0.975
N 5.0307 -2.5506 -0.8578  -0.075
H 2.0568 -1.1573 3.9591  0.690
H 4.1651 -1.5675 5.1723  0.509
H 6.1823 -2.3199 3.9376  0.443
H 6.0543 -2.7089 1.5354  0.435
H 2.6150 -3.2157 -2.8837  0.589
H 5.3507 -3.1571 -2.8983  0.465
H 5.9809 -2.4291 -0.5497  0.203
N -3.6059 -5.6251 0.9698  -0.154
C -2.7440 -4.8764 -0.0568  -0.519
C -2.9833 -3.3761 0.0136  -0.791
C -2.2551 -2.6372 1.1618  1.202
N -1.3517 -1.6126 0.6093  0.962
C -1.4670 -3.5782 2.0713  -2.269
C -0.5882 -4.5928 1.3355  0.735
N 0.6587 -3.9308 0.8916  -0.310
C -1.2770 -5.2313 0.1099  -1.066
H -4.5997 -5.4408 0.8158  0.405
H -3.3873 -5.3538 1.9294  0.275
H -3.4652 -6.6353 0.8953  0.409
H -3.1119 -5.2636 -1.0061  0.666
H -4.0534 -3.1561 0.0240  0.323
H -2.6079 -2.9918 -0.9367  -0.189
H -3.0090 -2.1395 1.7772  0.648
H -1.1833 -0.9074 1.3413  -0.354
H -1.8429 -1.0925 -0.1288  0.028
H -2.1464 -4.1012 2.7540  0.240
H -0.8438 -2.9800 2.7417  0.699
H -0.3324 -5.3851 2.0433  0.511
H 1.2298 -4.5876 0.3634  0.244
H 1.2152 -3.6946 1.7118  0.187
H -1.1337 -6.3142 0.0972  0.464
H -0.8054 -4.8478 -0.7972  -0.007
N -2.9250 1.0809 -0.4846  -0.336
N -3.0027 -0.0081 -1.4162  -0.543
H -3.2753 1.9434 -0.8900  0.312
H -1.9487 1.2063 -0.2450  -0.178
H -2.7265 0.2710 -2.3548  0.173
H -3.9731 -0.2939 -1.4600  0.246
F 1.5177 -1.3280 -8.2511  -0.279
C 0.7782 -0.9262 -7.2336  0.262
C 0.4242 -1.7535 -6.2519  -0.045
N -0.3591 -1.3270 -5.1781  0.340
C -0.7102 -2.2368 -4.1126  -1.692
C 0.0824 -2.0809 -2.8301  1.025
O -0.2142 -2.8655 -1.8798  -0.273
O 0.9508 -1.1920 -2.6658  -0.133
C -0.7902 -0.0320 -5.0660  0.219
O -1.3931 0.3783 -4.0832  -0.639
N -0.4213 0.7956 -6.0985  -0.057
C 0.3504 0.4781 -7.2397  0.207
O 0.6271 1.3063 -8.0563  -0.527
H 0.7159 -2.7943 -6.2549  0.428
H -0.6381 -3.2648 -4.4640  0.598
H -1.7512 -2.0596 -3.8380  0.232
H -0.8352 1.7197 -6.0977  0.284
C -0.0687 6.1990 -1.1773  -1.546
C -0.6617 5.8870 0.1712  0.462
C -1.7089 4.9846 0.3112  -0.345
C -2.3319 4.7640 1.5341  -0.238
C -1.8974 5.4491 2.6636  0.113
N -2.5729 5.3873 3.8992  -0.085
C -3.5295 4.4721 4.2991  0.179
O -4.4639 4.7741 4.9929  -0.597
N -3.3659 3.1613 3.8335  -0.075
C -2.1702 2.4585 3.6786  -0.139
C -0.9725 2.8253 4.2831  -0.322
C 0.1363 2.0096 4.1138  -0.941
C 0.0247 0.8619 3.3490  -1.343
N -1.1236 0.4934 2.7758  0.130
C -2.1874 1.2692 2.9415  -0.376
C -0.8035 6.3079 2.5515  -0.663
C -0.2092 6.5338 1.3218  -0.694
H -0.4729 5.5395 -1.9476  0.313
H 1.0215 6.1203 -1.1788  0.333
H -0.3019 7.2205 -1.4810  0.433
H -2.1012 4.4893 -0.5727  0.415
H -3.1878 4.1041 1.5943  0.547
H -2.6877 6.2671 4.3818  0.279
H -4.1975 2.6126 3.9951  0.255
H -0.9200 3.7058 4.9068  0.654
H 1.0613 2.2448 4.6282  0.628
H 0.8613 0.1899 3.1898  0.640
H -3.1087 0.9520 2.4626  0.365
H -0.4574 6.8464 3.4261  0.493
H 0.5997 7.2527 1.2541  0.466
N 1.8153 1.3364 -3.3171  0.058
C 1.0236 2.1241 -2.3181  -0.845
P 1.3306 1.3162 -0.7017  0.616
O 2.7661 0.8857 -0.7322  -1.264
O 0.2362 0.3029 -0.4368  0.871
C 1.2399 2.5889 0.6302  0.358
N 2.4197 2.3113 1.5272  -0.074
H 1.7471 1.7363 -4.2539  0.520
H 1.4635 0.3478 -3.3341  -0.182
H 2.7955 1.2957 -3.0236  0.464
H -0.0219 2.0940 -2.6170  0.246
H 1.3905 3.1490 -2.3249  0.686
H 0.3302 2.4764 1.2156  -0.715
H 1.2930 3.6158 0.2768  0.423
H 2.1164 1.8498 2.3874  0.007
H 2.9246 3.1603 1.7796  0.445
H 3.0547 1.6711 1.0023  0.333

Results
M = 905.85 u
energy relative to the best compared isomer or geometry (same formula, charge and spin) = 8.9 kcal per mole
charge = +3

2.
Molecular formula: C36H57Cl3CrF6Ge2NO5SSbSi3
Method: DFT, ωB97M-V/def2-TZVPD

Last column: Mulliken charge in e.
Atoms and positions in Å:
Cr 0.1285 -0.3312 0.0874  -1.685
C 0.9446 4.8050 0.1343  -1.790
C 0.2415 3.4514 0.0965  1.095
Ge 1.4231 1.9362 -0.3475  1.925
C 3.1077 2.3133 0.6576  -0.128
C 4.0499 3.2900 -0.0478  -1.772
C 1.9903 2.3133 -2.1818  -1.561
C 1.7407 1.4994 -3.2032  1.024
Ge 0.5888 -0.0470 -2.8143  0.920
C -1.2738 0.1622 -3.3312  0.844
C -1.5002 0.2752 -4.8383  -1.933
C 1.3907 -1.5410 -3.8158  -0.774
C 2.9115 -1.6405 -3.7603  -1.213
C 2.3118 1.7437 -4.5544  -0.280
C 3.5882 2.3007 -4.6840  -0.294
C 4.1441 2.5397 -5.9292  -0.850
C 3.4427 2.2170 -7.0837  -0.367
C 2.1835 1.6484 -6.9727  -1.110
C 1.6308 1.4103 -5.7232  0.308
H 0.2133 5.6020 0.2929  0.430
H 1.4574 5.0237 -0.8046  0.426
H 1.6815 4.8707 0.9387  0.345
H -0.5457 3.4537 -0.6542  0.468
H -0.2503 3.2655 1.0508  -1.462
H 3.6515 1.3945 0.8446  0.582
H 2.8051 2.7081 1.6306  -0.065
H 4.4316 2.8601 -0.9747  0.371
H 4.9135 3.5034 0.5887  0.412
H 3.5830 4.2434 -0.2948  0.286
H 2.5535 3.2285 -2.3654  0.782
H -1.6616 1.0436 -2.8368  -0.282
H -1.8097 -0.6883 -2.9186  -0.019
H -1.1415 1.2254 -5.2387  0.586
H -2.5761 0.2409 -5.0216  0.474
H -1.0464 -0.5387 -5.4090  0.395
H 0.9210 -2.4765 -3.5310  0.568
H 1.0607 -1.3143 -4.8365  0.708
H 3.2671 -2.4672 -4.3801  0.382
H 3.2575 -1.8152 -2.7431  0.199
H 3.3912 -0.7312 -4.1250  0.272
H 4.1598 2.5225 -3.7923  0.444
H 5.1366 2.9674 -5.9986  0.412
H 3.8780 2.3989 -8.0579  0.370
H 1.6240 1.3868 -7.8621  0.395
H 0.6437 0.9694 -5.6606  0.220
F 3.0132 -0.7951 -0.2395  -0.191
C 2.0805 -0.9247 0.7522  0.346
F 2.6144 -0.1729 1.7798  -0.352
F 2.2480 -2.1863 1.2364  -0.238
F -0.5776 -2.5644 -1.6972  -0.159
C 0.3699 -2.3130 -0.7383  -0.285
F 1.5373 -2.6854 -1.3229  -0.167
F 0.1536 -3.2557 0.1978  -0.196
O -4.6090 2.8563 -2.8112  -0.748
S -4.0044 3.1651 -1.5455  1.281
O -3.9445 4.5488 -1.1492  -0.728
N -2.5315 2.4807 -1.4245  -0.714
C -2.4646 1.6153 -0.4416  -0.517
O -1.4238 0.9938 -0.0883  0.852
C -3.7600 1.4383 0.3014  0.008
C -4.0239 0.6540 1.4037  1.588
C -5.3010 0.6831 1.9453  -1.121
C -6.2925 1.4901 1.3917  -0.763
C -6.0223 2.2878 0.2851  -0.800
C -4.7456 2.2360 -0.2347  0.092
H -3.2435 0.0311 1.8150  -0.799
H -5.5328 0.0605 2.8006  0.416
H -7.2839 1.4950 1.8265  0.420
H -6.7804 2.9227 -0.1534  0.457
Cl -5.1120 -2.8376 0.5290  -0.184
C -3.4725 -3.1753 -0.0918  1.058
Cl -2.7236 -4.3986 0.9398  -0.150
Cl -3.6089 -3.8453 -1.7289  -0.165
C -2.6974 -1.7880 -0.1732  -0.827
O -3.1737 -1.0357 -1.0021  -0.559
O -1.7405 -1.6190 0.6403  -0.015
C 3.0117 1.6081 4.1517  -1.302
Si 1.6024 0.4263 4.5153  1.379
C 2.3581 -1.2844 4.7018  -1.193
C 1.0135 0.9516 6.2317  -1.356
Sb -0.2839 0.2773 2.7125  -0.047
Si -1.4124 2.4815 3.5022  1.400
C 0.0471 3.6278 3.8319  -0.853
C -2.6336 3.4746 2.4874  -1.005
C -2.2926 2.1096 5.1176  -1.337
Si -1.4396 -1.6888 3.9460  1.169
C -1.3214 -1.5125 5.8191  -1.332
C -0.4289 -3.1826 3.4733  -0.719
C -3.2739 -1.9427 3.6861  -0.555
H 3.6645 1.5684 5.0297  0.509
H 2.6898 2.6409 4.0213  0.321
H 3.5886 1.3142 3.2794  0.246
H 3.2995 -1.1810 5.2495  0.458
H 2.5796 -1.7381 3.7373  0.206
H 1.7166 -1.9648 5.2619  0.313
H 1.8239 0.6921 6.9202  0.441
H 0.1147 0.4478 6.5786  0.311
H 0.8509 2.0266 6.3097  0.368
H 0.7447 3.6472 2.9923  -0.170
H 0.6041 3.3402 4.7226  0.308
H -0.3232 4.6460 3.9777  0.495
H -2.4305 3.5657 1.4234  0.108
H -2.5831 4.4830 2.9107  0.686
H -3.6501 3.1036 2.6110  0.154
H -1.6576 1.6053 5.8447  0.208
H -3.1774 1.4945 4.9398  0.236
H -2.6251 3.0562 5.5544  0.476
H -0.3048 -1.5567 6.2051  0.286
H -1.8706 -2.3639 6.2339  0.460
H -1.7998 -0.6039 6.1873  0.339
H 0.6385 -2.9630 3.4585  0.118
H -0.7003 -3.5327 2.4825  -0.115
H -0.6075 -3.9795 4.2017  0.520
H -3.8356 -1.2536 4.3227  0.350
H -3.4918 -2.9623 4.0161  0.497
H -3.6277 -1.8548 2.6667  -0.276

Results
M = 1239.50 u
multiplicity = 4
energy relative to the best compared isomer or geometry (same formula, charge and spin) = 17.2 kcal per mole
<S²> = 3.96
charge = -1